a | H4NO2PS in the gas phase, computed with ωB97M-V with the def2-TZVPD basis set.

Results
highest occupied orbital energy	-0.3276	hartree
molecular weight	113.1	g/mol
HOMO-LUMO gap	9.46	eV
SMILES	OP(O)NS

Structure (ORCA input):
```
! wB97M-V def2-TZVPD RIJCOSX def2/J DEFGRID3
* xyz 0 1
O -1.47 -1.39 -0.39
P -0.78 -0.34 0.71
O -1.73 1.00 0.24
N 0.72 0.34 -0.37
S 2.24 -0.14 0.17
H -0.96 -2.19 -0.25
H -1.21 1.69 0.75
H 0.48 0.02 -1.40
H 2.70 1.02 0.54
*
```

natural (NBO) atomic charge list, values in e, 4 entries: -0.964 1.423 -0.955 -1.107


b | 2 unconnected molecules or ions with the total composition H4NO2PS, computed with ωB97M-V with the def2-TZVPD basis set.

Results
highest occupied orbital energy	-0.3492	hartree
molecular weight	113.1	g/mol
HOMO-LUMO gap	8.38	eV

Structure (ORCA input):
```
! wB97M-V def2-TZVPD RIJCOSX def2/J DEFGRID3
* xyz 0 1
N 0.71 -1.06 1.10
O -2.32 0.66 0.13
O 1.98 -0.39 -0.96
P -1.73 1.53 -0.86
S 1.54 0.21 0.26
H 0.27 -0.89 2.05
H 0.20 -1.77 0.42
H -1.22 0.45 -1.80
H 0.57 1.25 -0.35
*
```

natural (NBO) atomic charge list, values in e, 4 entries: -1.073 -0.993 -0.946 1.116


c | 2 unconnected molecules or ions with the total composition H4NO2PS, computed with ωB97M-V with the def2-TZVPD basis set.

Results
highest occupied orbital energy (spin up / spin down)	-0.3351 / -0.3326	hartree
molecular weight	113.1	g/mol
HOMO-LUMO gap (spin up / spin down)	7.53 / 7.50	eV

Structure (ORCA input):
```
! wB97M-V def2-TZVPD RIJCOSX def2/J DEFGRID3
* xyz 0 1
N 0.98 0.06 -0.33
O -1.19 -0.25 -1.45
O -1.16 -0.28 1.10
P -0.41 -0.80 -0.25
S 2.43 0.02 0.48
H 0.06 1.51 -1.06
H -0.86 0.82 -1.47
H -2.04 -0.68 1.26
H 2.17 -0.40 1.72
*
```

natural (NBO) atomic charge list, values in e, 4 entries: -1.044 -0.976 -0.998 1.692


We find a to be the most stable, with the next structure 283.6 kJ/mol higher.


a | 4 unconnected molecules or ions with the total composition C3H14NO4, computed with ωB97M-V with the def2-TZVPD basis set.

Results
highest occupied orbital energy	-0.1853	hartree
molecular weight	128.1	g/mol
HOMO-LUMO gap	8.74	eV

Structure (ORCA input):
```
! wB97M-V def2-TZVPD RIJCOSX def2/J DEFGRID3
* xyz -1 1
C -1.37 -1.81 -1.32
C -1.52 -1.21 0.05
C -0.77 0.12 0.48
O 0.63 -0.31 0.54
N -0.14 -1.46 -1.94
H -2.27 -1.38 -1.84
H -1.41 -2.92 -1.60
H -2.64 -1.16 0.36
H -1.18 -1.97 0.78
H -1.09 0.41 1.46
H -0.96 0.89 -0.27
H 0.59 -1.91 -1.36
H 0.06 -0.51 -2.32
H 1.33 2.77 -0.45
H -0.25 2.60 -1.23
O 0.51 3.22 -1.02
H 2.70 1.75 0.97
H 1.16 0.64 0.60
O 2.17 1.57 0.39
H 0.98 0.56 3.05
H 1.72 0.03 1.83
O 1.75 0.07 2.86
*
```

natural (NBO) atomic charge list, values in e, 4 entries: -0.228 -0.429 -0.054 -0.825


b | 4 unconnected molecules or ions with the total composition C3H14NO4, computed with ωB97M-V with the def2-TZVPD basis set.

Results
highest occupied orbital energy	-0.1596	hartree
molecular weight	128.1	g/mol
HOMO-LUMO gap	8.14	eV

Structure (ORCA input):
```
! wB97M-V def2-TZVPD RIJCOSX def2/J DEFGRID3
* xyz -1 1
C 0.66 -2.24 0.05
N -0.37 -1.24 -0.18
C -0.44 0.06 0.73
O 0.01 1.15 0.11
C 1.99 -1.95 -0.67
H 0.13 -3.17 -0.27
H 0.88 -2.28 1.12
H -0.36 -0.84 -1.10
H -1.54 0.21 0.95
H 0.12 -0.17 1.64
H 1.84 -1.51 -1.67
H 2.49 -1.20 -0.10
H 2.65 -2.83 -0.82
H -4.15 -0.63 -0.10
H -2.86 -1.46 0.00
O -3.83 -1.54 0.10
H -0.32 2.58 0.08
H 0.22 3.93 -0.37
O -0.58 3.61 0.05
H 2.36 1.65 -0.94
H 1.76 1.25 0.32
O 2.67 1.46 -0.04
*
```

natural (NBO) atomic charge list, values in e, 4 entries: -0.216 -0.722 0.147 -0.946


We find b to be the most stable, with the next structure 233.5 kJ/mol higher.


a | A gas-phase ion, C8H13N2O2 (charge +1), computed with ωB97M-V with the def2-TZVPD basis set.

Results
highest occupied orbital energy	-0.5467	hartree
molecular weight	169.2	g/mol
HOMO-LUMO gap	11.05	eV
SMILES	CC1(C)CC[C@]12OC(=O)NC2=[NH2+]

Structure (ORCA input):
```
! wB97M-V def2-TZVPD RIJCOSX def2/J DEFGRID3
* xyz 1 1
C 2.18 -0.42 0.44
C 0.67 -0.83 0.15
C 0.17 -1.52 1.43
C 0.58 -1.53 -1.22
C -0.14 -0.38 -1.85
C -0.03 0.39 -0.51
O 0.76 1.62 -0.45
C 0.17 2.70 0.06
O 0.49 3.84 0.16
N -1.22 2.28 0.46
C -1.50 1.05 0.06
N -2.62 0.41 0.23
H 2.79 -1.16 -0.08
H 2.39 -0.64 1.50
H 2.54 0.62 0.30
H 0.65 -2.43 1.61
H -0.78 -1.88 1.28
H 0.28 -0.88 2.27
H 0.12 -2.45 -1.26
H 1.47 -1.76 -1.63
H 0.42 0.10 -2.59
H -1.20 -0.57 -2.26
H -1.94 3.00 0.90
H -2.81 -0.56 0.25
H -3.43 1.00 0.76
*
```

natural (NBO) atomic charge list, values in e, 4 entries: -0.618 -0.056 -0.601 -0.409


b | 2 unconnected molecules or ions with the total composition C8H13N2O2, computed with ωB97M-V with the def2-TZVPD basis set.

Results
highest occupied orbital energy	-0.4797	hartree
molecular weight	169.2	g/mol
HOMO-LUMO gap	8.93	eV

Structure (ORCA input):
```
! wB97M-V def2-TZVPD RIJCOSX def2/J DEFGRID3
* xyz 1 1
C 0.48 1.43 -1.01
C 1.18 0.93 0.05
C -0.74 0.63 -1.12
C 0.29 -0.19 0.62
C -2.25 -2.85 -0.46
C 2.86 2.78 0.58
C -2.91 -1.43 1.34
C 2.38 1.28 0.82
N -0.81 -0.32 -0.21
N -1.97 -2.13 0.53
O -1.63 0.67 -2.02
O 0.51 -0.81 1.60
H 0.72 2.11 -1.73
H -1.46 -3.42 -0.87
H -3.21 -3.06 -0.95
H 3.41 2.84 -0.41
H 3.67 2.85 1.30
H 2.05 3.55 0.57
H -3.47 -2.22 2.03
H -3.64 -1.19 0.67
H -2.52 -0.49 1.86
H 2.17 1.18 2.00
H 3.07 0.48 0.58
H -1.38 1.30 -2.71
H -1.01 -2.36 0.73
*
```

natural (NBO) atomic charge list, values in e, 4 entries: -0.340 0.056 0.647 0.646


We find a to be the most stable, with the next structure 104.7 kJ/mol higher.


a | C5H9N3 in the gas phase, computed with ωB97M-V with the def2-TZVPD basis set.

Results
highest occupied orbital energy	-0.3148	hartree
molecular weight	111.1	g/mol
HOMO-LUMO gap	9.37	eV
SMILES	C=C1C=NNC[C@H]1N

Structure (ORCA input):
```
! wB97M-V def2-TZVPD RIJCOSX def2/J DEFGRID3
* xyz 0 1
C -2.24 -0.58 0.12
C -0.93 -0.49 0.03
C -0.11 -1.65 -0.32
N 1.16 -1.63 -0.44
N 1.86 -0.43 -0.24
C 1.20 0.48 0.75
C -0.21 0.81 0.26
N -0.18 1.60 -1.00
H -2.84 -1.48 -0.02
H -2.94 0.23 0.35
H -0.60 -2.60 -0.53
H 2.80 -0.67 -0.02
H 1.17 0.06 1.78
H 1.85 1.37 0.81
H -0.63 1.44 1.05
H 0.30 2.49 -0.90
H 0.33 1.05 -1.68
*
```

natural (NBO) atomic charge list, values in e, 4 entries: -0.319 -0.092 -0.009 -0.225


b | C5H9N3 in the gas phase, computed with ωB97M-V with the def2-TZVPD basis set.

Results
highest occupied orbital energy	-0.3001	hartree
molecular weight	111.1	g/mol
HOMO-LUMO gap	8.78	eV
SMILES	CN1CC=CN=CN1

Structure (ORCA input):
```
! wB97M-V def2-TZVPD RIJCOSX def2/J DEFGRID3
* xyz 0 1
C 2.31 0.05 -0.55
N 0.90 0.13 -0.22
C 0.32 1.47 0.29
C -1.18 1.42 0.06
C -1.89 0.22 -0.29
N -1.56 -1.10 -0.44
C -0.51 -1.50 0.20
N 0.71 -0.78 0.87
H 2.70 0.88 -1.14
H 2.46 -0.92 -1.17
H 2.74 -0.12 0.37
H 0.26 1.48 1.45
H 0.95 2.36 0.05
H -2.08 2.10 0.32
H -2.97 0.35 -0.62
H -0.27 -2.50 0.53
H 1.56 -1.33 0.43
*
```

natural (NBO) atomic charge list, values in e, 4 entries: -0.435 -0.320 -0.291 -0.247


c | C5H9N3 in the gas phase, computed with ωB97M-V with the def2-TZVPD basis set.

Results
highest occupied orbital energy	-0.3333	hartree
molecular weight	111.1	g/mol
HOMO-LUMO gap	9.81	eV
SMILES	[H]/N=C/N/C=N\CC=C

Structure (ORCA input):
```
! wB97M-V def2-TZVPD RIJCOSX def2/J DEFGRID3
* xyz 0 1
H -0.44 -3.90 -0.78
N -0.08 -3.12 -0.01
C -0.77 -2.03 -0.27
N -0.26 -0.83 0.11
C 1.04 -0.52 -0.25
N 1.49 0.57 0.17
C 0.63 1.42 0.90
C -0.18 1.97 -0.25
C -1.45 2.49 -0.26
H -1.81 -1.60 -0.73
H -0.83 0.19 -0.14
H 1.56 -1.22 -0.96
H 1.17 2.16 1.42
H 0.17 0.88 1.74
H 0.51 2.34 -1.12
H -1.94 2.04 0.64
H -2.02 2.83 -1.23
*
```

natural (NBO) atomic charge list, values in e, 4 entries: 0.349 -0.688 0.282 -0.690


d | A molecular structure, C5H9N3, computed with ωB97M-V with the def2-TZVPD basis set.

Results
highest occupied orbital energy	-0.3084	hartree
molecular weight	111.1	g/mol
HOMO-LUMO gap	9.08	eV

Structure (ORCA input):
```
! wB97M-V def2-TZVPD RIJCOSX def2/J DEFGRID3
* xyz 0 1
C 2.13 0.37 0.03
C 0.58 0.36 0.09
C -1.47 -0.44 -0.08
C -2.53 -1.23 0.16
C -1.58 1.13 -0.13
H 2.87 -1.15 1.24
H 1.55 -1.70 -0.63
H 2.35 0.87 0.87
H 2.58 0.84 -0.92
H -2.48 -2.30 0.27
H -3.58 -0.91 0.06
H -1.99 1.36 -1.11
H -2.13 1.29 0.79
H 0.41 2.44 0.09
N 2.69 -1.06 -0.12
N -0.07 -0.74 -0.15
N -0.10 1.54 0.11
*
```

natural (NBO) atomic charge list, values in e, 4 entries: -0.305 0.468 0.174 -0.477


We find a to be the most stable, with the next structure 283.8 kJ/mol higher.


a | C5H9N3 in the gas phase, computed with ωB97M-V with the def2-TZVPD basis set.

Results
highest occupied orbital energy	-0.2514	hartree
molecular weight	111.1	g/mol
HOMO-LUMO gap	7.78	eV

Structure (ORCA input):
```
! wB97M-V def2-TZVPD RIJCOSX def2/J DEFGRID3
* xyz 0 1
C -0.59 -1.78 -0.16
C 1.09 0.32 2.09
N -0.37 -0.36 0.05
C -0.46 0.54 -0.98
C 1.02 0.34 0.61
N -1.47 0.55 -1.89
C 0.65 1.35 -0.87
N 1.86 0.69 -0.27
H -2.39 0.27 -1.59
H -1.46 1.27 -2.60
H 0.77 2.38 -1.18
H -0.47 -2.32 0.78
H 0.11 -2.19 -0.90
H -1.61 -1.95 -0.52
H 0.27 0.89 2.51
H 2.05 0.72 2.44
H 1.00 -0.71 2.46
*
```

natural (NBO) atomic charge list, values in e, 4 entries: -0.423 -0.694 -0.511 0.337


b | 2 unconnected molecules or ions with the total composition C5H9N3, computed with ωB97M-V with the def2-TZVPD basis set.

Results
highest occupied orbital energy (spin up / spin down)	-0.3078 / -0.3065	hartree
molecular weight	111.1	g/mol
HOMO-LUMO gap (spin up / spin down)	7.29 / 6.49	eV

Structure (ORCA input):
```
! wB97M-V def2-TZVPD RIJCOSX def2/J DEFGRID3
* xyz 0 1
C 1.31 -0.64 2.01
C 1.29 -0.95 0.68
C -0.62 -0.01 1.26
C -1.98 0.56 1.14
C 0.64 0.62 -2.34
N 0.11 -0.09 2.35
N 0.05 -0.57 0.26
N -0.41 -0.20 -1.89
H 2.06 -0.80 2.76
H 2.01 -1.40 0.03
H -2.33 0.44 0.12
H -2.67 0.07 1.83
H -1.96 1.62 1.39
H 0.59 0.62 -3.44
H 0.48 1.64 -1.99
H 1.66 0.28 -2.08
H -0.23 -1.18 -2.09
*
```

natural (NBO) atomic charge list, values in e, 4 entries: -0.084 -0.181 0.296 -0.648


We find a to be the most stable, with the next structure 28.8 kJ/mol higher.


a | C5H9N3 in the gas phase, computed with ωB97M-V with the def2-TZVPD basis set.

Results
highest occupied orbital energy	-0.3245	hartree
molecular weight	111.1	g/mol
HOMO-LUMO gap	9.74	eV
SMILES	C1=NNCC12CNC2

Structure (ORCA input):
```
! wB97M-V def2-TZVPD RIJCOSX def2/J DEFGRID3
* xyz 0 1
C 1.26 1.22 0.18
N 2.41 0.58 0.22
N 2.10 -0.79 0.17
C 0.75 -0.92 -0.45
C 0.02 0.31 0.06
C -0.91 -0.15 1.20
N -1.86 -0.39 0.09
C -1.16 0.57 -0.81
H 1.16 2.33 0.22
H 2.74 -1.28 -0.43
H 0.73 -0.98 -1.53
H 0.40 -1.84 0.04
H -1.23 0.74 1.84
H -0.70 -0.98 1.82
H -2.96 -0.19 0.15
H -1.08 0.17 -1.90
H -1.66 1.62 -0.87
*
```

natural (NBO) atomic charge list, values in e, 4 entries: 0.017 -0.203 -0.453 -0.231


b | A molecular structure, C5H9N3, computed with ωB97M-V with the def2-TZVPD basis set.

Results
highest occupied orbital energy	-0.2959	hartree
molecular weight	111.1	g/mol
HOMO-LUMO gap	9.00	eV

Structure (ORCA input):
```
! wB97M-V def2-TZVPD RIJCOSX def2/J DEFGRID3
* xyz 0 1
C -1.20 -0.18 1.49
C 0.63 -0.77 -1.20
C 0.72 0.78 -1.12
C -0.52 1.60 -0.79
C -0.45 0.58 0.45
H -2.44 -0.25 0.80
H -1.15 0.06 2.57
H -0.22 -2.30 1.62
H 0.84 -1.56 -2.13
H 1.40 1.35 -2.05
H -0.39 2.65 -0.72
H -1.09 1.53 -1.79
H -0.76 -0.24 -0.20
H 1.37 1.66 0.63
N -0.25 -1.40 1.04
N 0.28 -1.52 -0.21
N 1.02 0.79 0.35
*
```

natural (NBO) atomic charge list, values in e, 4 entries: -0.208 -0.015 -0.112 -0.417


We find a to be the most stable, with the next structure 717.8 kJ/mol higher.